Record 1
This record from the OMol25 dataset describes a gas-phase ion, C3H7ClNS (charge +1) in a non-equilibrium geometry. The level of theory is the ωB97M-V functional and the def2-TZVPD basis.

```
! wB97M-V def2-TZVPD RIJCOSX def2/J DEFGRID3
* xyz 1 1
C 0.551 0.827 -0.474
C -0.603 0.112 1.547
C -0.421 -1.336 -0.518
N -0.192 -0.051 0.140
S 1.157 0.544 -2.127
Cl 2.420 2.152 -2.424
H 0.734 1.913 -0.029
H -1.676 0.496 1.537
H -0.131 0.826 2.253
H -0.682 -0.848 2.059
H 0.654 -1.762 -0.693
H -0.843 -0.990 -1.446
H -0.969 -1.884 0.174
*
```

- Orbital gap: 0.344 hartree
- ΔE to the lowest compared entry with this formula, charge and spin: 0.214 eV
- E_tot: -1031.3334 Eh
- Highest occupied orbital energy: -14.411 eV
- Lowest unoccupied orbital energy: -5.1 eV
- M: 124.616 g mol⁻¹


Record 2
This record from the OMol25 dataset describes 20 unconnected molecules or ions with the total composition C2H42O21 in a non-equilibrium geometry. The level of theory is the ωB97M-V functional and the def2-TZVPD basis.

```
! wB97M-V def2-TZVPD RIJCOSX def2/J DEFGRID3
* xyz -2 1
O -1.584 0.957 28.445
C -0.762 0.037 29.152
C -0.876 0.234 30.637
O -0.294 -0.736 31.423
H 0.259 0.235 28.819
H -0.913 -0.957 28.766
H -1.908 0.187 30.909
H -0.542 1.218 30.969
O -2.895 3.453 27.326
H -2.762 3.000 28.142
H -3.608 4.055 27.549
O -2.169 -1.875 32.677
H -3.006 -1.511 32.483
H -1.465 -1.232 32.332
O -2.950 2.927 32.337
H -2.725 2.245 32.995
H -2.890 2.572 31.452
O 3.521 -0.891 28.547
H 2.944 -0.156 28.489
H 4.383 -0.462 28.324
O 2.098 1.205 27.438
H 1.255 0.987 27.175
H 2.103 1.996 27.909
O -4.035 0.357 32.249
H -3.985 0.533 31.339
H -3.517 0.972 32.770
O 2.376 0.153 31.185
H 3.014 -0.585 31.089
H 1.547 -0.280 31.017
O -1.031 3.252 29.879
H -1.147 2.397 29.399
H -1.405 4.020 29.375
O -1.285 -3.399 28.216
H -1.098 -3.974 28.928
H -0.489 -3.001 27.921
O -3.511 -0.688 28.278
H -2.700 -0.066 28.371
H -3.180 -1.350 28.974
O 1.193 -2.505 30.343
H 0.656 -1.888 30.859
H 1.897 -2.653 30.946
O -2.774 -2.387 30.240
H -2.315 -1.894 30.978
H -2.073 -2.664 29.701
O 0.861 -2.133 33.317
H 0.400 -1.533 32.757
H 0.178 -2.528 33.884
O 0.819 -2.051 27.392
H 0.825 -1.955 28.372
H 0.281 -1.328 27.081
O -3.497 2.079 29.788
H -4.329 1.944 29.291
H -2.777 1.637 29.358
O -0.264 2.613 26.934
H -0.835 3.370 26.889
H -0.667 1.935 27.482
O 0.420 3.350 32.265
H -0.081 2.671 32.741
H -0.139 3.562 31.505
O -0.602 1.212 33.515
H -0.392 0.786 32.653
H 0.173 1.144 34.031
O -0.926 -0.363 26.031
H -1.321 -0.088 26.862
H -1.749 -0.463 25.502
*
```

- Orbital gap: 0.298 hartree
- ΔE to the lowest compared entry with this formula, charge and spin: 0.958 eV
- E_tot: -1681.4637 Eh
- Highest occupied orbital energy: -3.500 eV
- Lowest unoccupied orbital energy: 4.6 eV
- M: 402.337 g mol⁻¹


Record 3
This record from the OMol25 dataset describes 2 unconnected molecules or ions with the total composition C4H10N3 in a non-equilibrium geometry. The level of theory is the ωB97M-V functional and the def2-TZVPD basis.

```
! wB97M-V def2-TZVPD RIJCOSX def2/J DEFGRID3
* xyz 1 1
C -1.793 0.102 -0.314
C 1.275 0.074 -1.340
C 1.091 -0.923 -0.423
C 1.708 -0.672 0.948
N -1.559 1.133 0.198
N -2.332 -1.014 -0.591
N -0.895 2.072 0.761
H 1.792 1.000 -1.048
H 1.108 0.008 -2.394
H 0.783 -1.939 -0.568
H 2.492 -1.269 1.179
H 0.956 -0.815 1.726
H 2.119 0.308 1.166
H -3.057 -1.332 0.049
H -2.248 -1.602 -1.394
H 0.028 2.040 1.086
H -1.470 2.827 0.958
*
```

- Orbital gap: 0.352 hartree
- ΔE to the lowest compared entry with this formula, charge and spin: 4.347 eV
- E_tot: -322.3008 Eh
- Highest occupied orbital energy: -13.295 eV
- Lowest unoccupied orbital energy: -3.7 eV
- M: 100.145 g mol⁻¹


Record 4
This record from the OMol25 dataset describes a molecular structure, C21H22EuN4O5SSi in a non-equilibrium geometry. The level of theory is the ωB97M-V functional and the def2-TZVPD basis.

```
! wB97M-V def2-TZVPD RIJCOSX def2/J DEFGRID3
* xyz 0 8
Eu -1.030 -0.552 -0.254
O -5.077 -0.277 -2.707
C -4.057 -0.250 -1.871
O -3.164 -1.087 -1.902
C -4.087 0.882 -0.903
C -5.001 1.924 -0.905
C -4.834 2.915 0.061
C -3.794 2.831 0.975
C -2.934 1.731 0.915
N -3.099 0.796 -0.009
C -1.760 1.495 1.899
O -1.487 2.384 2.679
O -1.216 0.344 1.765
H -4.963 -1.027 -3.310
H -5.799 1.967 -1.629
H -5.516 3.751 0.091
H -3.622 3.584 1.730
C 3.324 4.137 -1.692
Si 2.711 3.470 -0.032
C 3.968 3.896 1.328
C 1.080 4.282 0.460
C 2.629 1.575 -0.140
C 3.726 0.813 0.215
C 3.692 -0.583 0.200
C 2.497 -1.178 -0.125
N 1.418 -0.471 -0.499
C 1.481 0.881 -0.578
S 0.111 1.705 -1.274
H 3.465 5.214 -1.657
H 2.606 3.916 -2.480
H 4.273 3.682 -1.975
H 4.036 4.977 1.426
H 4.974 3.531 1.138
H 3.646 3.501 2.292
H 1.277 5.326 0.694
H 0.642 3.818 1.344
H 0.339 4.233 -0.332
H 4.637 1.302 0.524
H 4.553 -1.177 0.468
H 2.375 -2.256 -0.089
N -0.273 -6.522 -1.987
C 0.073 -6.588 -0.682
O 0.487 -7.607 -0.171
C -0.092 -5.338 0.146
C 0.261 -5.420 1.493
C 0.137 -4.303 2.298
C -0.342 -3.131 1.735
N -0.687 -3.032 0.444
C -0.561 -4.119 -0.327
H -0.151 -7.355 -2.536
H -0.602 -5.689 -2.437
H 0.629 -6.364 1.872
H 0.404 -4.330 3.343
H -0.449 -2.228 2.332
H -0.853 -3.980 -1.363
*
```

- Orbital gap (alpha / beta): 0.212 / 0.246 hartree
- ΔE to the lowest compared entry with this formula, charge and spin: 0.180 eV
- <S²>: 15.76
- E_tot: -2806.8766 Eh
- Highest occupied orbital energy (alpha / beta): -6.316 / -7.229 eV
- Lowest unoccupied orbital energy (alpha / beta): -0.5 / -0.5 eV
- M: 622.547 g mol⁻¹


Record 5
This record from the OMol25 dataset describes 2 unconnected molecules or ions with the total composition C3H9N2 in a non-equilibrium geometry. The level of theory is the ωB97M-V functional and the def2-TZVPD basis.

```
! wB97M-V def2-TZVPD RIJCOSX def2/J DEFGRID3
* xyz 1 1
C 0.556 -0.225 -1.172
C -0.011 1.041 1.361
C -0.929 0.117 0.628
N 1.015 -0.777 -2.348
N -0.527 -0.552 -0.453
H 1.277 0.539 -0.787
H 0.089 2.004 0.971
H -0.634 1.257 2.358
H 0.944 0.655 1.553
H -1.882 0.376 0.762
H -1.362 -1.224 1.865
H 1.857 -0.397 -2.698
H 0.691 -1.635 -2.682
H -1.031 -1.346 -0.709
*
```

- Orbital gap (alpha / beta): 0.316 / 0.316 hartree
- ΔE to the lowest compared entry with this formula, charge and spin: 4.143 eV
- E_tot: -228.8346 Eh
- Highest occupied orbital energy (alpha / beta): -13.370 / -13.371 eV
- Lowest unoccupied orbital energy (alpha / beta): -4.8 / -4.8 eV
- M: 73.119 g mol⁻¹


Record 6
This record from the OMol25 dataset describes a molecular structure, C23H23ClIMnN3O5S in a non-equilibrium geometry. The level of theory is the ωB97M-V functional and the def2-TZVPD basis.

```
! wB97M-V def2-TZVPD RIJCOSX def2/J DEFGRID3
* xyz 0 2
Mn -0.751 0.910 0.378
C 0.750 3.461 1.042
C 0.321 3.556 -0.429
N -0.940 2.831 -0.690
C -2.181 3.567 -0.446
C -2.513 3.726 1.037
S -2.375 2.156 1.960
C -1.142 2.555 3.253
C 0.273 2.023 2.980
N 0.603 2.085 1.556
H 1.778 3.821 1.147
H 0.136 4.115 1.658
H 0.239 4.608 -0.723
H 1.085 3.083 -1.045
H -0.932 2.502 -1.648
H -2.158 4.562 -0.907
H -2.982 3.002 -0.926
H -1.882 4.473 1.514
H -3.540 4.079 1.126
H -1.165 3.635 3.396
H -1.516 2.110 4.173
H 0.990 2.584 3.592
H 0.315 0.973 3.266
H 1.451 1.555 1.376
Cl -0.724 -3.171 -5.119
C -0.309 -2.005 -3.898
C 0.927 -1.425 -3.911
C 1.299 -0.497 -2.928
I 3.182 0.385 -2.974
C 0.435 -0.135 -1.909
O 0.729 0.683 -0.945
C -0.875 -0.723 -1.935
N -1.708 -0.309 -0.936
C -2.898 -0.862 -0.843
C -3.356 -1.831 -1.751
C -2.550 -2.231 -2.780
C -1.258 -1.673 -2.901
H 1.634 -1.693 -4.684
H -3.516 -0.536 -0.015
H -4.341 -2.254 -1.619
H -2.877 -2.975 -3.492
O -1.222 -2.119 3.135
C -0.526 -1.619 2.260
O -0.761 -0.470 1.731
C 0.658 -2.385 1.716
C 0.953 -3.625 2.268
C 2.016 -4.402 1.805
C 2.757 -3.882 0.771
O 3.837 -4.432 0.132
C 4.217 -3.499 -0.877
O 3.360 -2.370 -0.789
C 2.469 -2.646 0.220
C 1.432 -1.870 0.668
H 0.322 -3.978 3.070
H 2.246 -5.367 2.234
H 4.106 -3.966 -1.860
H 5.250 -3.186 -0.707
H 1.225 -0.903 0.225
*
```

- Orbital gap (alpha / beta): 0.273 / 0.265 hartree
- ΔE to the lowest compared entry with this formula, charge and spin: 0.000 eV
- <S²>: 0.83
- E_tot: -3737.8491 Eh
- Highest occupied orbital energy (alpha / beta): -7.369 / -7.152 eV
- Lowest unoccupied orbital energy (alpha / beta): 0.1 / 0.0 eV
- M: 670.815 g mol⁻¹